A single C10H15P molecule at a distorted geometry. Source: OMol25; level of theory: the ωB97M-V functional and the def2-TZVPD basis.

ORCA input file:
```
! RIJCOSX wB97M-V def2-TZVPD def2/J DEFGRID3
* xyz 0 1
C 3.01 0.37 -0.58
P 0.84 -1.16 -1.86
H -2.72 1.50 -1.64
H -2.74 1.02 0.14
H -1.83 -0.25 2.18
C 0.72 0.05 0.50
H 3.28 1.18 0.22
C -0.64 -0.52 0.24
H 1.15 0.24 2.78
H 1.98 1.34 1.67
H -1.21 -2.20 -1.16
C -0.25 -1.90 -0.62
C -2.17 1.36 -0.71
C 1.61 -0.13 -0.52
H -1.11 -1.71 1.90
C -1.56 -0.91 1.36
H 0.18 1.58 1.89
H -1.63 2.27 -0.57
H 3.20 0.81 -1.50
H 3.60 -0.57 -0.47
C -0.48 0.02 -2.05
H -2.51 -1.33 0.98
C -1.14 0.29 -0.93
H -0.74 0.59 -3.01
C 0.98 0.89 1.73
H 0.18 -2.82 0.03
*
```

Calculated values
DFT total energy (eV): -19899.50692
Gap between HOMO and LUMO (eV): 8.9
Maximum force (Eh/bohr): 0.0729
HOMO energy (eV): -8.05
SMILES: CC1=CP2C[C@@]1(C)C(C)=C2C